i.
Computed, not measured: a gas-phase ion, C2H2NOS2 (charge -1), with wB97M-V/def2-TZVPD.

```
8
C2H2NOS2 | the OMol25 dataset | wB97M-V/def2-TZVPD
C 0.4175 0.8425 -0.0049
C 0.9490 -0.4237 0.0264
N 1.1144 1.9786 0.0403
O 0.4361 3.0567 0.0181
S 2.5321 -1.0464 0.0425
S 3.9826 0.2686 -0.0354
H -0.6813 0.9086 -0.0430
H 0.2542 -1.2542 0.0369
```

For the HOMO-LUMO gap, the calculation gives 0.244 hartree. As for the structure (SMILES): O=N/C=C\S[S-]. The HOMO energy is -3.09 eV. The total charge is -1. For the lowest unoccupied orbital energy, the calculation gives 3.542 eV.

Atomic partial charges in e from the Mulliken method, atoms 1 to 2: -0.0708, -0.2864


ii.
Computed, not measured: 2 unconnected molecules or ions with the total composition C2H2NOS2, with wB97M-V/def2-TZVPD.

```
8
C2H2NOS2 | the OMol25 dataset | wB97M-V/def2-TZVPD
C -0.0301 -0.8883 0.2424
C -0.2331 1.8013 0.7891
N 0.3787 -1.0573 -0.9894
O 0.8677 1.8164 1.0935
S -0.3329 -2.0692 1.3212
S -1.5223 2.7466 0.5634
H 0.3075 -0.2292 -1.6390
H 0.5644 -2.1203 -1.3810
```

For the HOMO-LUMO gap (alpha / beta), the calculation gives 0.200 / 0.200 hartree. The HOMO energy (alpha / beta) is -2.19 / -2.19 eV. The total charge is -1. For the lowest unoccupied orbital energy (alpha / beta), the calculation gives 3.251 / 3.251 eV.

Atomic partial charges in e from the Mulliken method, atoms 1 to 2: -0.1690, 0.3306


Verdict on stability: i comes out at the bottom.


i.
Computed, not measured: a gas-phase ion, C5H12N2O (charge +1), with wB97M-V/def2-TZVPD.

```
20
C5H12N2O | the OMol25 dataset | wB97M-V/def2-TZVPD
O 0.4979 -0.3590 2.0376
C -0.0735 -0.4617 0.8553
N -0.2785 1.0131 0.1108
C -0.2956 1.0863 -1.4150
C 0.7242 1.9845 0.7183
C 0.8577 -1.3030 -0.1797
C -1.4630 -1.0803 0.9226
N 0.0457 -1.6398 -1.2702
H 0.5978 0.8372 -1.9043
H -1.0855 0.3563 -1.7208
H -0.6334 2.1144 -1.7460
H 0.2140 2.2161 1.6638
H 1.0296 2.8188 -0.0199
H 1.6395 1.4391 0.9290
H 1.3675 -2.0372 0.4827
H -2.2035 -0.5581 0.3025
H -1.3034 -2.0594 0.4278
H -1.8576 -1.2823 1.9353
H 0.4525 -2.5030 -1.7192
H 1.7677 -0.5818 -0.4107
```

For the HOMO-LUMO gap (alpha / beta), the calculation gives 0.300 / 0.296 hartree. As for the expectation value of S²: 1.69. The HOMO energy (alpha / beta) is -15.02 / -15.19 eV. As for the multiplicity: 2. The total charge is +1. For the lowest unoccupied orbital energy (alpha / beta), the calculation gives -6.867 / -7.123 eV.

Atomic partial charges in e from the Mulliken method, atoms 1 to 2: -0.3865, 1.1178


ii.
Computed, not measured: a gas-phase ion, C5H12N2O (charge +1), with wB97M-V/def2-TZVPD.

```
20
C5H12N2O | the OMol25 dataset | wB97M-V/def2-TZVPD
C 2.3331 1.0884 -1.2827
N 1.2259 0.2203 -1.3308
C 1.1382 -1.9147 -0.0892
C 0.7434 -0.4100 -0.1367
C -0.8049 -0.2358 0.0188
N -1.1475 0.5331 1.2169
C -2.5301 0.9504 1.2429
O 2.8411 1.3320 -0.2221
H 2.6983 1.4267 -2.2440
H 0.6255 0.1181 -2.1383
H 1.5547 -2.1880 -1.0579
H 1.7349 -2.1931 0.7764
H 0.2450 -2.5480 0.0175
H 1.2445 0.1320 0.6795
H -1.2600 -1.2155 0.1721
H -1.2721 0.2239 -0.8640
H -0.6103 1.3824 1.4269
H -2.6913 1.7433 0.5063
H -3.2084 0.1050 1.1447
H -2.8601 1.4495 2.1635
```

For the HOMO-LUMO gap (alpha / beta), the calculation gives 0.378 / 0.187 hartree. As for the expectation value of S²: 0.75. The HOMO energy (alpha / beta) is -13.54 / -13.53 eV. As for the multiplicity: 2. The total charge is +1. For the lowest unoccupied orbital energy (alpha / beta), the calculation gives -3.238 / -8.449 eV.

Atomic partial charges in e from the Mulliken method, atoms 1 to 2: -0.0442, -0.2531


Verdict on stability: i comes out at the bottom.


i.
Computed, not measured: a molecular structure, C4H7FO2, with wB97M-V/def2-TZVPD.

```
14
C4H7FO2 | the OMol25 dataset | wB97M-V/def2-TZVPD
C 1.1128 -1.1761 -0.4227
C 0.4127 -0.2723 0.6248
C -1.1928 -0.3138 0.4106
C -0.4575 1.6528 -0.3163
H 1.3495 -0.5766 -1.3995
H 0.1573 -2.2017 -0.7217
H 1.0959 -0.5274 1.5889
H -1.6086 -0.1971 1.3959
H -1.4460 -1.2985 -0.1074
H -0.2799 2.1543 -1.3476
H -0.8139 2.5080 0.3033
O -1.4160 0.6405 -0.6240
O 0.6757 1.0680 0.3331
F 2.4108 -1.4599 0.2825
```

For the HOMO-LUMO gap, the calculation gives 0.397 hartree. The HOMO energy is -9.99 eV. The total charge is 0. For the lowest unoccupied orbital energy, the calculation gives 0.810 eV.

Atomic partial charges in e from the Mulliken method, atoms 1 to 2: -0.2676, 0.2103


ii.
Computed, not measured: a single C4H7FO2 molecule, with wB97M-V/def2-TZVPD.

```
14
C4H7FO2 | the OMol25 dataset | wB97M-V/def2-TZVPD
C -0.7464 -1.0498 -0.3357
C 0.5726 -0.3659 -0.1837
C 1.0577 0.5141 0.9663
C 0.7715 1.0379 -0.3663
H -2.5940 -0.9687 0.2881
H -0.7774 -1.3739 -1.4066
H -0.6155 -1.8974 0.3237
H 0.3252 0.6628 1.7646
H 2.0462 0.3127 1.2831
H 1.6031 1.3082 -0.9494
H -1.0329 1.4011 -0.2671
O -1.8307 -0.2807 0.1392
O -0.3249 1.9002 -0.6851
F 1.5452 -1.2007 -0.5711
```

For the HOMO-LUMO gap, the calculation gives 0.373 hartree. As for the structure (SMILES): OC[C@]1(F)C[C@@H]1O. The HOMO energy is -9.71 eV. The total charge is 0. For the lowest unoccupied orbital energy, the calculation gives 0.433 eV.

Atomic partial charges in e from the Mulliken method, atoms 1 to 2: -0.5704, 0.8335


Verdict on stability: i comes out at the bottom.